8
Properties=species:S:1:pos:R:3 method="wB97M-V/def2-TZVPD" total_energy_ev=-61322.4621 e_lumo_ev="-1.8 / -1.9" multiplicity=3 homo_ev="-8.555 / -8.868" relative_energy_kj_mol=59.0 orbital_gap_ev="6.7 / 6.9"
C 0.198 -0.414 0.082
C -0.159 0.824 -0.584
S 0.909 -0.291 2.663
S -0.241 -1.920 -0.330
Cl -0.445 0.758 -2.303
Cl 1.039 2.023 -0.346
Cl -1.789 1.494 0.195
H 0.488 -2.473 0.621